1.
DFT (ωB97M-V/def2-TZVPD) results for a structure of composition C22H35NO2P2RuS2.

* strongest force on any atom: 0.070 hartree/bohr
* LUMO energy (spin up / spin down): -0.257 / -0.302 hartree
* Kohn-Sham gap (spin up / spin down): 6.752 / 5.739 eV
* 2S+1: 5
* total charge: +2
* relative energy (zero: lowest compared OMol25 entry of this formula, charge and spin): 0.0 kcal per mole

Each line ends with the Löwdin charge.
Positions of all 65 atoms, in Å:
P (0.71419, -3.10180, 0.14322)  0.83
P (0.00376, 2.83502, 0.15576)  0.88
C (0.69580, -1.35803, -0.41812)  -0.50
C (1.05253, 1.62472, -0.82062)  -0.50
H (-0.15838, -1.21714, -1.14600)  -0.01
H (1.64063, -1.05939, -0.91009)  0.05
H (1.98842, 1.74573, -0.25444)  -0.01
H (1.10488, 1.75628, -1.90316)  0.02
C (-1.29502, 3.92785, -0.74897)  -0.23
H (-1.20687, 4.86890, -0.18427)  0.06
H (-2.29764, 3.49821, -0.59084)  0.04
H (-1.11052, 4.08482, -1.81777)  0.04
C (1.43658, 4.00727, 0.08634)  -0.23
H (1.34475, 4.45649, -0.90233)  0.06
H (2.41566, 3.53001, 0.17608)  0.05
H (1.31813, 4.72960, 0.89557)  0.06
C (-0.36749, -3.91409, -1.01171)  -0.16
H (-0.76414, -4.85941, -0.63744)  0.08
H (0.12469, -4.07682, -1.97036)  0.08
H (-1.22519, -3.26113, -1.17729)  0.06
C (2.46576, -3.46353, 0.22004)  -0.16
H (2.95695, -2.64749, 0.76811)  0.06
H (2.85769, -3.48534, -0.80490)  0.08
H (2.67471, -4.41350, 0.72371)  0.08
Ru (-0.09187, 0.35817, 0.09618)  1.14
C (-0.37839, 1.86684, -3.39399)  -0.15
C (-1.57215, 1.47947, -2.91588)  -0.13
C (-2.52699, 0.73788, -3.82009)  -0.16
C (-1.93238, -0.59261, -4.33946)  -0.16
C (-1.05484, -1.20854, -3.28891)  -0.12
C (0.28088, -1.11733, -3.21119)  -0.17
C (1.14884, -0.17408, -3.95930)  -0.17
C (0.52512, 1.17899, -4.39508)  -0.16
C (0.00774, -3.25493, 1.78107)  -0.18
H (-0.04590, 2.89725, -3.16444)  0.10
H (-2.01693, 1.91007, -2.01099)  0.07
H (-2.86303, 1.35488, -4.67719)  0.14
H (-3.43255, 0.49456, -3.26216)  0.11
H (-2.75500, -1.28894, -4.59926)  0.13
H (-1.38988, -0.43356, -5.28110)  0.11
H (-1.63009, -1.82751, -2.60002)  0.09
H (0.83685, -1.92568, -2.70577)  0.09
H (1.52423, -0.68724, -4.85835)  0.14
H (2.05796, 0.01269, -3.37454)  0.11
H (1.36979, 1.86524, -4.62963)  0.13
H (-0.00300, 1.03427, -5.35035)  0.12
H (0.59535, -2.72236, 2.53622)  0.06
H (0.00337, -4.31900, 2.08753)  0.09
H (-1.03663, -2.89981, 1.85187)  0.07
O (-2.58835, -1.27158, 3.46969)  -0.28
S (-1.95855, 0.02348, 3.55005)  0.72
O (-2.73684, 1.23977, 3.63454)  -0.26
N (-0.67606, 0.15763, 2.32388)  -0.22
C (0.49859, 0.19000, 2.93695)  -0.78
S (1.72967, 0.17556, 1.80119)  0.76
C (0.50962, 0.20228, 4.39369)  -0.22
C (1.56499, 0.36529, 5.31348)  0.01
C (1.28259, 0.42897, 6.69740)  -0.02
C (-0.03903, 0.24232, 7.17215)  -0.01
C (-1.08152, 0.05434, 6.24574)  0.00
C (-0.78211, 0.04442, 4.88027)  -0.22
H (2.60180, 0.41326, 4.94745)  0.13
H (2.07188, 0.63652, 7.44339)  0.13
H (-0.26737, 0.25142, 8.25020)  0.13
H (-2.11966, -0.09966, 6.55425)  0.14



2.
DFT (ωB97M-V/def2-TZVPD) results for a structure of composition C22H35NO3P2STc.

* strongest force on any atom: 0.095 hartree/bohr
* LUMO energy (spin up / spin down): -0.289 / -0.314 hartree
* Kohn-Sham gap (spin up / spin down): 5.870 / 5.894 eV
* 2S+1: 4
* total charge: +2
* relative energy (zero: lowest compared OMol25 entry of this formula, charge and spin): 46.6 kcal per mole

Each line ends with the Löwdin charge.
Positions of all 65 atoms, in Å:
P (2.87209, 2.58812, -2.06249)  0.62
P (2.21303, 0.57586, -4.38228)  0.95
C (4.18485, 1.43837, -2.75030)  -0.39
C (3.97198, 1.28733, -4.23355)  -0.41
H (4.11708, 0.49693, -2.17218)  0.07
H (5.10510, 1.94645, -2.47052)  0.09
H (3.95838, 2.24315, -4.77945)  0.07
H (4.73099, 0.58887, -4.61791)  0.10
C (3.14766, -1.13474, -4.56129)  -0.24
H (2.50267, -2.01414, -4.49166)  0.02
H (3.97851, -1.26125, -3.84925)  0.05
H (3.63521, -1.20849, -5.55038)  0.06
C (2.10778, 0.63118, -6.26007)  -0.27
H (3.01072, 0.20600, -6.73878)  0.06
H (1.95483, 1.66185, -6.60795)  0.05
H (1.24268, -0.00503, -6.51954)  0.05
C (3.67647, 2.67693, -0.42880)  -0.19
H (3.05711, 3.20917, 0.29839)  0.05
H (4.61056, 3.20236, -0.66112)  0.06
H (3.85468, 1.64742, -0.05350)  0.06
C (3.34483, 4.04530, -3.04427)  -0.20
H (3.25454, 3.89005, -4.13203)  0.05
H (4.40497, 4.19135, -2.77135)  0.08
H (2.78970, 4.94891, -2.77318)  0.05
Tc (0.83846, 2.07097, -2.33421)  0.94
C (1.38682, -4.01290, -0.66004)  0.08
C (2.60223, -4.38617, -1.11275)  0.05
C (3.99354, -3.80977, -1.03732)  -0.15
C (4.36049, -2.74669, 0.06557)  -0.12
C (3.31074, -1.62459, -0.01782)  -0.04
C (2.55890, -1.86525, -1.03959)  -0.09
C (1.55646, -1.99006, -1.99620)  -0.22
C (0.53584, -2.88015, -1.21300)  -0.08
C (0.81979, 3.83081, -1.10024)  -0.21
H (0.79070, -4.61950, 0.04266)  0.17
H (2.63498, -5.34492, -1.63801)  0.16
H (4.24163, -3.38699, -2.02404)  0.14
H (4.69049, -4.63732, -0.91741)  0.13
H (4.34826, -3.18270, 1.08427)  0.13
H (5.41091, -2.43771, -0.11003)  0.13
H (3.17976, -0.91442, 0.79955)  0.13
H (1.27503, 0.66040, -1.66446)  0.02
H (1.92512, -2.59722, -2.85055)  0.11
H (1.08448, -1.05013, -2.32486)  0.07
H (0.07347, -2.24722, -0.43332)  0.14
H (-0.25337, -3.27721, -1.86639)  0.15
H (-0.24314, 4.07642, -0.92117)  0.04
H (1.31781, 4.78980, -1.35436)  0.03
H (1.18536, 3.64518, -0.05797)  0.02
O (-2.75247, -0.39798, -2.16657)  -0.29
S (-2.65680, 0.75741, -1.31671)  0.75
O (-3.61165, 1.83262, -1.43952)  -0.26
N (-0.86750, 1.30126, -1.19362)  -0.16
C (-0.38353, 1.04915, 0.03517)  -0.57
O (0.81139, 1.31973, 0.37351)  -0.05
C (-1.34007, 0.36914, 0.92503)  -0.18
C (-0.97914, -0.22994, 2.12890)  0.00
C (-1.96981, -0.91970, 2.83706)  -0.04
C (-3.30042, -1.00352, 2.36869)  -0.03
C (-3.64222, -0.44508, 1.11626)  0.00
C (-2.60896, 0.19784, 0.40733)  -0.21
H (0.05488, -0.13240, 2.47199)  0.12
H (-1.68175, -1.38346, 3.78087)  0.12
H (-4.05808, -1.50734, 2.97976)  0.12
H (-4.66637, -0.49817, 0.73569)  0.13



3.
DFT (ωB97M-V/def2-TZVPD) results for a structure of composition C22H36BiN5OPS2.

* strongest force on any atom: 0.026 hartree/bohr
* LUMO energy: -0.108 hartree
* Kohn-Sham gap: 7.775 eV
* 2S+1: 1
* total charge: +1

Each line ends with the Löwdin charge.
Positions of all 68 atoms, in Å:
Bi (0.63577, 0.44368, 0.84219)  1.44
C (-0.43884, -2.34289, 2.46682)  -0.07
N (0.35274, -1.18480, 2.84819)  -0.32
C (1.74484, -1.50060, 3.14513)  -0.19
C (2.52114, -2.04332, 1.94088)  -0.15
N (2.45996, -1.21306, 0.72123)  -0.29
C (2.02316, -1.98359, -0.45669)  -0.08
C (3.73283, -0.59814, 0.36265)  -0.29
C (4.91154, -1.33369, 0.45526)  -0.03
C (6.12427, -0.80191, 0.06227)  -0.06
C (6.17366, 0.47509, -0.47146)  -0.06
C (5.00809, 1.19495, -0.61632)  -0.11
C (3.78265, 0.67045, -0.20896)  -0.59
S (2.35378, 1.64117, -0.55711)  0.52
C (-0.25520, -0.35596, 3.85489)  -0.30
C (-1.22493, -0.84417, 4.72012)  -0.02
C (-1.81459, -0.02463, 5.66770)  -0.06
C (-1.42534, 1.29679, 5.77815)  -0.07
C (-0.45996, 1.80089, 4.92385)  -0.10
C (0.10914, 0.99002, 3.95438)  -0.59
S (1.31741, 1.72484, 2.86659)  0.56
H (-0.41971, -3.12963, 3.22517)  0.10
H (-1.46687, -2.03644, 2.29459)  0.11
H (-0.05831, -2.75957, 1.53918)  0.07
H (2.22417, -0.58372, 3.49393)  0.09
H (1.83001, -2.24900, 3.94518)  0.15
H (3.55304, -2.11339, 2.28489)  0.12
H (2.18350, -3.05273, 1.70135)  0.13
H (2.75235, -2.75764, -0.70467)  0.11
H (1.05104, -2.44213, -0.27883)  0.08
H (1.93283, -1.31148, -1.31059)  0.08
H (4.89957, -2.34817, 0.82251)  0.12
H (7.02322, -1.38865, 0.16111)  0.11
H (7.11280, 0.90324, -0.78347)  0.11
H (5.01589, 2.17584, -1.05945)  0.10
H (-1.52898, -1.87615, 4.66820)  0.11
H (-2.57565, -0.42931, 6.31517)  0.11
H (-1.87132, 1.93561, 6.52240)  0.11
H (-0.14766, 2.83064, 4.99006)  0.11
C (-2.07318, -1.39840, -3.92846)  -0.11
N (-1.41855, -0.39709, -3.12210)  -0.30
C (-0.04824, -0.10841, -3.48074)  -0.11
P (-2.13464, 0.64812, -2.02954)  0.55
O (-1.57145, 0.50593, -0.66560)  -0.49
N (-3.75166, 0.21005, -2.04216)  -0.31
C (-4.48275, 0.35438, -0.79722)  -0.11
C (-4.57530, 0.52651, -3.19198)  -0.12
N (-1.85258, 2.19948, -2.59032)  -0.30
C (-1.28895, 3.22269, -1.74120)  -0.10
C (-2.04699, 2.57517, -3.97181)  -0.10
H (-1.46988, -2.31094, -3.93359)  0.09
H (-2.20123, -1.07291, -4.96880)  0.09
H (-3.04218, -1.63497, -3.49680)  0.07
H (0.55494, -1.01925, -3.41569)  0.08
H (0.35284, 0.63355, -2.78973)  0.05
H (0.03722, 0.27848, -4.50156)  0.09
H (-3.80862, 0.15893, 0.03169)  0.07
H (-5.29668, -0.37231, -0.77684)  0.09
H (-4.90646, 1.35660, -0.68597)  0.09
H (-4.01427, 0.39646, -4.11081)  0.06
H (-4.95420, 1.55081, -3.15480)  0.09
H (-5.42966, -0.15156, -3.21155)  0.10
H (-1.27396, 2.85611, -0.71778)  0.06
H (-1.89233, 4.13368, -1.77793)  0.09
H (-0.26494, 3.46446, -2.04130)  0.08
H (-2.36805, 1.70963, -4.54527)  0.07
H (-1.11559, 2.94920, -4.40596)  0.09
H (-2.80470, 3.35716, -4.06264)  0.09



4.
DFT (ωB97M-V/def2-TZVPD) results for a structure of composition C22H36Cl4I5MgN4O7.

* strongest force on any atom: 0.147 hartree/bohr
* LUMO energy: -0.241 hartree
* Kohn-Sham gap: 2.293 eV
* 2S+1: 1
* total charge: +1

Each line ends with the Löwdin charge.
Positions of all 79 atoms, in Å:
C (-0.13091, -1.92871, -2.18887)  0.07
C (-0.14682, -0.72320, -1.63194)  -0.33
C (0.34920, 0.70966, -1.02157)  -0.35
C (0.04286, 1.81472, -2.14536)  -0.54
I (-1.69134, 1.09961, -3.34181)  1.05
C (-0.35875, 3.28928, -1.61833)  -0.30
C (-1.93484, 3.59211, -1.47940)  -0.22
C (-0.68499, 0.81013, 0.23174)  -0.55
I (-2.22887, -0.73896, 0.45399)  0.94
C (0.20317, 0.60013, 1.62501)  -0.55
I (-1.16968, -0.55786, 2.83224)  1.03
C (1.60390, -0.06601, 1.07202)  -0.33
C (2.80113, 0.47946, 2.04711)  -0.24
C (2.35087, 0.84721, 3.55317)  -0.73
C (2.15602, 2.45806, 3.80462)  -0.18
I (4.11663, 0.33980, 4.81090)  0.82
C (1.71180, -1.67194, 1.00517)  -0.59
I (2.02512, -2.65373, 2.94697)  1.03
C (2.82363, -2.26828, 0.00289)  -0.29
C (3.46136, -3.69510, 0.39276)  -0.21
N (1.68092, 0.73158, -0.25631)  0.01
N (2.89162, 0.79844, -0.92638)  -0.09
C (3.01366, 0.18636, -2.25717)  -0.05
C (3.52582, 2.13944, -1.00503)  -0.31
C (3.01472, 3.44407, -1.78443)  0.00
O (4.66747, 2.25248, -0.41773)  0.08
H (-0.14742, -2.80387, -2.94845)  0.11
H (0.86815, 1.96377, -2.94049)  0.07
H (0.09481, 4.11097, -2.30617)  0.13
H (0.11427, 3.45945, -0.57496)  0.10
H (-2.53949, 2.76478, -0.93400)  0.05
H (-2.02497, 4.52852, -0.78504)  0.10
H (-2.44258, 3.92426, -2.47454)  0.08
H (-1.23706, 1.78131, 0.46690)  0.08
H (0.23268, 1.67613, 2.02063)  0.10
H (3.28717, 1.46499, 1.64532)  0.12
H (3.69046, -0.27450, 2.08123)  0.07
H (1.50912, 0.21023, 3.99889)  -0.01
H (3.24141, 2.88273, 3.86864)  0.06
H (1.69266, 2.99207, 2.87427)  0.06
H (1.60467, 2.69443, 4.78237)  0.10
H (0.67811, -2.07297, 0.63751)  0.04
H (2.29061, -2.43640, -1.02287)  0.09
H (3.71934, -1.53877, -0.14670)  0.12
H (2.67433, -4.52213, 0.62764)  0.06
H (4.30506, -3.64792, 1.18409)  0.07
H (3.99142, -4.07986, -0.57679)  0.09
H (1.61057, 1.70306, 0.15768)  0.18
H (2.47989, -0.80847, -2.44611)  0.09
H (2.75268, 0.87144, -3.16803)  0.11
H (4.14854, -0.05012, -2.41732)  0.14
H (3.92541, 4.16280, -1.90404)  0.12
H (2.61525, 3.26686, -2.84480)  0.09
H (2.28319, 3.99939, -1.08341)  0.09
C (-6.91970, -1.89418, 2.19318)  -0.19
C (-5.51409, -2.25835, 1.66188)  -0.52
O (-5.66346, -2.65672, 0.41494)  -0.17
H (-7.59978, -2.75329, 2.17723)  0.11
H (-6.84632, -1.55274, 3.23930)  -0.01
H (-7.37635, -1.08193, 1.61225)  -0.05
H (-5.10494, -2.97435, 2.39670)  0.10
H (-4.89064, -1.36389, 1.85694)  0.05
Mg (-8.00066, -0.14666, 2.84127)  0.93
C (-2.56938, 1.45662, -7.85412)  0.04
N (-2.09243, 2.68257, -7.16128)  -0.45
O (-2.79470, 3.68003, -7.23847)  0.07
O (-1.02729, 2.60050, -6.56275)  -0.01
H (-3.51993, 1.67441, -8.33958)  0.10
H (-1.81465, 1.18026, -8.59037)  0.10
H (-2.69069, 0.67877, -7.10002)  0.09
C (-1.11194, -5.71487, 1.80801)  -2.00
Cl (0.28986, -5.77135, 2.89805)  0.49
Cl (-0.69306, -4.77829, 0.35263)  0.49
Cl (-1.56681, -7.36722, 1.33859)  0.54
Cl (-2.47758, -4.93697, 2.63917)  0.53
N (0.11904, -1.55539, 6.23761)  -0.65
O (0.34401, -0.37898, 5.88046)  -0.14
O (-1.01938, -2.04043, 6.09237)  -0.09
O (1.02888, -2.23847, 6.73028)  -0.04